A:
DFT (ωB97M-V with the def2-TZVPD basis set) results for C2H6N2 in the gas phase.

Summary:
Frontier orbital gap   10.2 eV
Net charge   0
Multiplicity   1

Last column: Mulliken charge in e.
Element x y z (Å)
H -1.40197 -1.07878 1.42498  0.22
N -1.48170 -1.22375 0.45500  -0.51
C -0.79733 -0.87022 -0.50909  -0.06
N 0.21464 0.10901 -0.71031  -0.30
C 0.81044 1.00890 0.33940  -0.62
H -1.19653 -1.22710 -1.44340  0.34
H 0.98846 -0.19753 -1.37055  0.25
H 1.90853 0.65146 0.45482  0.25
H 0.60333 2.09648 0.05604  0.21
H 0.35215 0.73154 1.30311  0.21

=====

B:
DFT (ωB97M-V with the def2-TZVPD basis set) results for C2H6N2 in the gas phase.

Summary:
Frontier orbital gap   10.1 eV
Net charge   0
Multiplicity   1

Last column: Mulliken charge in e.
Element x y z (Å)
H 1.92186 0.08936 2.11318  0.25
N 1.57751 0.59673 1.32702  -0.67
C 0.78488 -0.15003 0.66978  0.00
N 0.24803 0.13881 -0.54543  -0.25
C -1.13487 -0.10469 -0.87652  -0.83
H 0.39828 -1.06096 1.14753  0.33
H 0.73546 0.93263 -0.95043  0.28
H -1.39223 0.45044 -1.76799  0.32
H -1.75946 0.25538 -0.05859  0.31
H -1.37945 -1.14767 -1.05855  0.26

=====

C:
DFT (ωB97M-V with the def2-TZVPD basis set) results for C2H6N2 in the gas phase.

Summary:
Frontier orbital gap   8.6 eV
Net charge   0
Multiplicity   1

Last column: Mulliken charge in e.
Element x y z (Å)
N -0.46460 -0.45266 -1.77006  -0.62
C 0.36404 -0.35024 -0.54652  -0.22
C 0.07135 0.63660 0.31608  -0.17
N 0.10079 0.51666 1.69299  -0.47
H -1.39309 -0.30086 -1.40880  0.25
H -0.42068 -1.38725 -2.14351  0.25
H 0.87635 -1.26286 -0.22152  0.23
H -0.09565 1.59552 -0.17737  0.31
H 0.42003 1.32501 2.21278  0.22
H 0.54147 -0.31992 2.04592  0.21

=====

D:
DFT (ωB97M-V with the def2-TZVPD basis set) results for 2 unconnected molecules or ions with the total composition C2H6N2.

Summary:
Frontier orbital gap   11.0 eV
Net charge   0
Multiplicity   1

Last column: Mulliken charge in e.
Element x y z (Å)
C 1.16379 -1.86416 -0.49376  -0.25
N 0.50748 -2.16392 0.53019  -0.47
H 2.15311 -1.41026 -0.38228  0.25
H 0.79920 -1.98825 -1.51934  0.22
H -0.42364 -2.53543 0.33707  0.25
C -0.78971 2.12410 0.66556  -0.26
N -1.04092 1.23896 -0.19074  -0.43
H -0.81381 1.83714 1.71684  0.24
H -0.58969 3.18472 0.49031  0.22
H -0.96583 1.57709 -1.15386  0.22

=====

Q: Which of them is the least stable? A: D.

=====

A:
DFT (ωB97M-V with the def2-TZVPD basis set) results for a molecular structure, C5H11N2.

Summary:
Frontier orbital gap   11.4 eV
Net charge   +1
Multiplicity   1

Last column: Mulliken charge in e.
Element x y z (Å)
C -0.47901 -1.29818 0.28181  -0.01
C -1.89914 0.30873 -0.52622  -0.61
C -0.84983 1.18444 0.17735  -0.22
C 0.94575 -0.24110 -1.18386  -0.90
C 1.43013 0.01498 1.25287  -0.88
N -1.70378 -1.15985 -0.02379  -0.39
N 0.37740 -0.22787 0.25478  -0.01
H -0.13571 -2.31030 0.47540  0.44
H -2.94157 0.55849 -0.39731  0.43
H -1.65951 0.36495 -1.57471  0.31
H -0.42207 2.06638 -0.19806  0.38
H -1.06843 1.34589 1.33731  0.28
H 0.20553 -0.84122 -1.66971  0.47
H 1.06943 0.75369 -1.62213  0.30
H 1.92215 -0.71869 -1.18703  0.36
H 2.04594 0.99511 1.11381  0.32
H 1.03239 0.02272 2.28702  0.36
H 2.13032 -0.81816 1.20246  0.38

=====

B:
DFT (ωB97M-V with the def2-TZVPD basis set) results for a gas-phase ion, C5H11N2 (charge +1).

Summary:
Frontier orbital gap   11.2 eV
Net charge   +1
Multiplicity   1

Last column: Mulliken charge in e.
Element x y z (Å)
N -0.90889 1.46815 -1.16245  -0.25
C -0.19477 0.42493 -1.40480  0.19
C -0.95509 -0.87317 -1.20580  -0.97
C -0.24119 -1.32781 0.19168  -0.52
N 0.60391 -0.10489 0.34140  0.13
C 1.77067 0.00826 1.24434  -0.40
C 0.49072 0.66994 1.58649  -0.51
H -0.59800 2.34000 -1.29014  0.22
H -1.76311 1.18579 -0.59183  0.25
H 0.62725 0.68856 -2.02812  0.45
H -1.04025 -1.61278 -1.94413  0.45
H -1.98130 -0.67260 -0.98650  0.27
H -1.01588 -1.48698 0.94235  0.27
H 0.14453 -2.29221 -0.05161  0.30
H 2.54434 0.58888 0.95996  0.30
H 2.14996 -0.94205 1.80385  0.22
H -0.21653 0.22829 2.30590  0.30
H 0.58362 1.70969 1.28942  0.29

=====

Q: Which of them is the least stable? A: B.

=====

A:
DFT (ωB97M-V with the def2-TZVPD basis set) results for a gas-phase ion, C5H11N2 (charge +1).

Summary:
Frontier orbital gap (spin up / spin down)   7.3 / 7.2 eV
Net charge   +1
Multiplicity   1

Last column: Mulliken charge in e.
Element x y z (Å)
C 2.14204 -1.11719 0.09779  -0.25
C 2.38786 1.27268 -0.24153  -0.67
C -0.12961 -0.24101 0.13896  -0.43
C -2.61781 0.38657 0.23882  -1.24
C -1.49907 -0.50951 -0.31614  -0.50
N 0.77905 -1.16071 -0.05238  -0.04
N 2.76254 0.09096 0.13050  -0.10
H 2.87032 -1.86013 0.07684  0.40
H 2.89812 2.09080 0.00811  0.34
H 1.58801 1.34221 -0.87517  0.51
H 0.19827 0.68572 0.39063  0.80
H -2.34947 0.54825 1.35844  0.28
H -3.55491 0.05452 0.18569  0.45
H -2.51410 1.43120 -0.21170  0.29
H -1.60479 -0.32376 -1.34980  0.31
H -1.93964 -1.61643 -0.25902  0.33
H 0.33196 -2.06047 -0.34321  0.29
H 3.62510 -0.03399 0.58406  0.24

=====

B:
DFT (ωB97M-V with the def2-TZVPD basis set) results for a gas-phase ion, C5H11N2 (charge +1).

Summary:
Frontier orbital gap   8.6 eV
Net charge   +1
Multiplicity   1

Last column: Mulliken charge in e.
Element x y z (Å)
C 3.46033 0.10640 -0.10043  -0.27
N 2.27191 0.46539 -0.25874  -0.36
C 1.19439 -0.20533 0.43569  -0.59
C -0.02306 -0.43202 -0.50264  -0.64
N -1.23219 0.32024 -0.16333  0.09
C -1.17818 1.57613 0.01995  -0.10
C -2.44778 -0.43260 -0.06892  -0.89
H 3.77934 -0.71726 0.54392  0.24
H 4.22518 0.65140 -0.63712  0.27
H 0.89621 0.43758 1.27146  0.37
H 1.51269 -1.17168 0.85518  0.49
H 0.28826 -0.13344 -1.50789  0.37
H -0.27821 -1.49099 -0.52351  0.39
H -2.06521 2.14569 0.26244  0.24
H -0.23335 2.09642 -0.07759  0.36
H -2.60149 -1.00081 -0.98852  0.37
H -2.38004 -1.14726 0.75487  0.38
H -3.30260 0.22239 0.09531  0.29

=====

C:
DFT (ωB97M-V with the def2-TZVPD basis set) results for a gas-phase ion, C5H11N2 (charge +1).

Summary:
Frontier orbital gap   7.8 eV
Net charge   +1
Multiplicity   1

Last column: Mulliken charge in e.
Element x y z (Å)
C -0.50757 -1.12938 -0.82797  -0.75
C 1.57832 -0.48138 0.44964  -0.57
C -0.08529 1.29612 -0.08007  -0.64
C 0.35501 -1.31547 0.37973  -0.38
C -1.04030 0.14271 -0.22852  0.45
N -2.24474 0.23379 0.37050  -0.44
N 1.30992 0.83136 -0.28204  -0.24
H 0.02504 -1.02003 -1.77161  0.19
H -1.27083 -1.88918 -0.93726  0.37
H 1.86885 -0.27236 1.48173  0.33
H 2.42932 -0.93856 -0.06583  0.35
H -0.29788 2.06962 -0.82343  0.38
H -0.19071 1.74342 0.91643  0.38
H -0.06663 -1.71727 1.27637  0.38
H -2.91822 -0.49648 0.20684  0.23
H -2.36579 0.74284 1.23232  0.22
H 1.98728 1.55387 -0.01396  0.33
H 1.43424 0.64640 -1.28286  0.40

=====

Q: Which of them is the least stable? A: A.

=====

A:
DFT (ωB97M-V with the def2-TZVPD basis set) results for a gas-phase ion, C5H11N2 (charge +1).

Summary:
Frontier orbital gap   10.4 eV
Net charge   +1
Multiplicity   1

Last column: Mulliken charge in e.
Element x y z (Å)
C 2.77863 0.97629 -0.41839  -0.66
N 1.86558 -0.15234 -0.12207  -0.21
C 0.31002 0.15593 -0.19211  -0.25
N -0.53340 0.81061 -0.94887  -0.32
C -1.03962 -0.18430 0.11867  1.26
C -1.92158 0.48028 1.27188  -1.11
C -1.32388 -1.64962 -0.32191  -1.40
H 2.13169 1.57437 -1.09774  0.27
H 3.07999 1.56128 0.37331  0.29
H 3.56760 0.37518 -0.96178  0.28
H 2.07866 -0.76644 0.68058  0.31
H -0.56057 1.06683 -1.91565  0.28
H -2.97683 0.30883 1.01040  0.32
H -1.67835 1.51231 1.41895  0.39
H -1.73143 -0.08719 2.26342  0.32
H -1.34048 -2.23137 0.49823  0.43
H -0.45638 -2.00119 -0.87446  0.41
H -2.24965 -1.74945 -0.78247  0.38

=====

B:
DFT (ωB97M-V with the def2-TZVPD basis set) results for a gas-phase ion, C5H11N2 (charge +1).

Summary:
Frontier orbital gap   9.4 eV
Net charge   +1
Multiplicity   1

Last column: Mulliken charge in e.
Element x y z (Å)
C -1.88029 -1.02066 0.09470  -1.17
C -0.31271 -0.45591 -0.59468  0.27
N -0.24290 -0.80551 -1.81474  -0.26
C 0.73017 0.32013 0.04018  0.82
N 1.89736 0.39571 -0.70842  -0.68
C 0.64409 0.31295 1.61272  -0.69
C 0.13635 1.44444 0.77416  -0.37
H -2.65211 -0.27574 -0.23200  0.37
H -1.79142 -1.18675 1.18048  0.30
H -2.07108 -1.94668 -0.43326  0.47
H -0.91235 -1.31762 -2.33938  0.23
H 0.42407 -0.42853 -2.41848  0.28
H 2.40542 -0.43213 -1.00337  0.25
H 2.58693 1.04742 -0.24274  0.27
H 1.47384 0.63612 2.23971  0.28
H -0.02147 -0.38997 2.16498  0.14
H -0.96349 1.57934 0.85488  0.21
H 0.54959 2.52340 0.82524  0.27

=====

Q: Which of them is the least stable? A: A.

=====

A:
DFT (ωB97M-V with the def2-TZVPD basis set) results for C2HN3O2 in the gas phase.

Summary:
Frontier orbital gap (spin up / spin down)   8.2 / 8.2 eV
Net charge   0
Multiplicity   1

Last column: Mulliken charge in e.
Element x y z (Å)
C 0.31967 -0.05401 -0.11848  0.03
C 2.33750 -1.29111 -0.35147  -0.01
N 2.81577 -0.28630 0.28422  -0.13
N 2.30467 0.81454 0.31107  -0.22
N 1.07744 1.07787 -0.21028  0.77
O 0.93787 -1.20542 -0.31108  -0.15
O 0.65859 2.22318 -0.31569  -0.62
H -0.63266 0.10633 0.46562  0.33

=====

B:
DFT (ωB97M-V with the def2-TZVPD basis set) results for 2 unconnected molecules or ions with the total composition C2HN3O2.

Summary:
Frontier orbital gap   9.4 eV
Net charge   0
Multiplicity   1

Last column: Mulliken charge in e.
Element x y z (Å)
N 0.05433 -2.70109 0.23498  -0.22
C 0.03380 -1.66749 1.12163  0.08
N 0.47815 -0.67689 -0.05851  -0.08
N -0.12066 -1.76308 -0.62133  -0.03
H 0.03456 0.20066 -0.40005  0.26
O 2.61370 2.67539 -0.52636  -0.35
C 3.16374 1.67977 -0.62637  0.67
O 3.59747 0.62368 -0.63008  -0.33

=====

Q: Which of them is the least stable? A: A.

=====

A:
DFT (ωB97M-V with the def2-TZVPD basis set) results for C2HN3O2 in the gas phase.

Summary:
Frontier orbital gap   9.7 eV
Net charge   0
Multiplicity   1

Last column: Mulliken charge in e.
Element x y z (Å)
C 0.12042 -0.48173 -0.61020  0.10
C 0.85248 2.18533 -0.46224  -0.07
N 1.60353 1.30040 -0.29817  0.28
N 2.25848 0.19540 0.02247  -0.61
N 1.49809 -0.79051 -0.07968  0.95
O -0.06673 -0.03139 -1.70182  -0.32
O 1.64970 -1.94822 0.18067  -0.61
H -0.68507 -0.84323 0.19741  0.28

=====

B:
DFT (ωB97M-V with the def2-TZVPD basis set) results for 3 unconnected molecules or ions with the total composition C2HN3O2.

Summary:
Frontier orbital gap   12.5 eV
Net charge   0
Multiplicity   1

Last column: Mulliken charge in e.
Element x y z (Å)
C 1.22404 0.27640 0.23443  -0.10
C -3.74816 0.12116 0.40025  0.71
N 0.37028 3.01992 0.40869  -0.07
N -0.51329 2.74028 -0.15852  0.07
N 1.94882 0.14312 -0.66313  -0.18
O -4.01352 0.89070 1.21870  -0.36
O -3.52091 -0.64553 -0.42510  -0.35
H 2.75445 0.21784 -1.23510  0.28

=====

C:
DFT (ωB97M-V with the def2-TZVPD basis set) results for 2 unconnected molecules or ions with the total composition C2HN3O2.

Summary:
Frontier orbital gap (spin up / spin down)   9.4 / 9.4 eV
Net charge   0
Multiplicity   1

Last column: Mulliken charge in e.
Element x y z (Å)
N 0.43867 -1.71228 -0.22212  -0.15
C 1.15835 -0.80740 -0.93408  0.08
N 1.75609 -0.21156 0.15619  -0.16
N 1.47553 -1.52554 0.54645  -0.06
H 2.77449 0.11285 -0.04875  0.30
O -2.20873 0.28475 0.20254  -0.35
C -2.53893 1.38034 0.16652  0.69
O -2.85547 2.47884 0.13325  -0.35

=====

Q: Which of them is the least stable? A: A.

=====

A:
DFT (ωB97M-V with the def2-TZVPD basis set) results for C4H4N4 in the gas phase.

Summary:
Frontier orbital gap   10.8 eV
Net charge   0
Multiplicity   1

Last column: Mulliken charge in e.
Element x y z (Å)
H 0.19060 1.62519 -2.55009  0.27
N -0.53972 1.33747 -1.91742  -0.67
C -0.09743 0.82261 -0.84114  0.49
C 1.26273 0.72134 -0.79388  0.26
N 2.39409 0.82410 -0.82405  -0.38
N -0.80041 0.51705 0.32580  -0.32
C -0.20609 -0.42414 1.28974  -0.39
C -0.52187 -1.90231 0.86977  0.26
N -0.58101 -3.09095 0.87338  -0.39
H -1.63642 0.24296 -0.12450  0.35
H 0.97924 -0.46099 1.33263  0.22
H -0.44372 -0.21232 2.35975  0.30

=====

B:
DFT (ωB97M-V with the def2-TZVPD basis set) results for C4H4N4 in the gas phase.

Summary:
Frontier orbital gap   8.9 eV
Net charge   0
Multiplicity   1

Last column: Mulliken charge in e.
Element x y z (Å)
H -2.66254 0.81580 0.59983  0.23
N -2.29850 -0.10979 0.60795  -0.67
C -1.20108 -0.18118 -0.03708  0.60
C -0.56910 1.09049 -0.43088  -0.02
N 0.65079 1.39729 -0.30785  -0.54
C 1.60453 0.65321 0.30138  0.12
N 1.58725 -0.53132 0.60626  -0.43
C 0.79459 -1.28405 -0.28201  0.12
N -0.48676 -1.27278 -0.45253  -0.48
H -1.28430 1.85786 -0.81684  0.35
H 2.53839 1.22218 0.51420  0.34
H 1.46541 -1.95048 -0.78241  0.40

=====

Q: Which of them is the least stable? A: B.

=====

A:
DFT (ωB97M-V with the def2-TZVPD basis set) results for 2 unconnected molecules or ions with the total composition C4H13N3.

Summary:
Frontier orbital gap   6.7 eV
Net charge   0
Multiplicity   1

Last column: Mulliken charge in e.
Element x y z (Å)
C 0.62961 0.56710 -0.53535  -0.26
C 0.63166 -0.73213 0.11248  0.03
C -2.46016 -1.05689 -1.14599  -1.02
C 2.65563 1.08414 1.01899  -0.89
N -1.42513 -0.67425 -0.22433  -0.28
N 2.08779 0.23544 -0.02046  -0.20
N -1.92922 0.14106 0.84400  -0.67
H 2.73371 -0.07296 -0.73770  0.25
H -2.59124 -0.39622 1.41686  0.23
H -2.47949 0.93189 0.48826  0.20
H 0.59402 0.62230 -1.61528  0.24
H 0.16967 1.36539 0.03303  0.21
H 0.86595 -1.62695 -0.45059  0.23
H 0.41619 -0.76724 1.17345  0.15
H -3.24033 -1.69156 -0.67383  0.29
H -2.99630 -0.19360 -1.59425  0.26
H -2.03068 -1.64474 -1.96596  0.29
H 2.99036 2.03811 0.60439  0.32
H 3.49145 0.57771 1.50723  0.31
H 1.88653 1.29341 1.76504  0.30

=====

B:
DFT (ωB97M-V with the def2-TZVPD basis set) results for 3 unconnected molecules or ions with the total composition C4H13N3.

Summary:
Frontier orbital gap (spin up / spin down)   7.4 / 7.2 eV
Net charge   0
Multiplicity   1

Last column: Mulliken charge in e.
Element x y z (Å)
C -1.23442 -1.10223 0.62193  -0.67
C -0.93448 0.86506 -0.57758  -0.80
C -1.69580 1.82187 0.29826  -0.93
N -0.33726 -2.06079 0.50471  -0.67
H -0.48673 -2.63909 -0.31878  0.20
H 0.91642 -1.50765 0.69556  0.52
H -1.22001 -0.51709 1.53131  0.38
H -2.18478 -1.16216 0.10016  0.44
H -0.10292 1.32445 -1.10470  0.39
H -1.53633 0.33569 -1.31200  0.39
H -2.06765 2.69368 -0.25642  0.34
H -2.56719 1.34601 0.75801  0.27
H -1.06663 2.19585 1.11085  0.26
C 2.45677 -0.66651 -0.69006  -0.87
N 1.65813 -0.60759 0.53639  -0.01
N 1.03018 0.47341 0.83254  -0.48
H 1.39343 1.25292 0.27142  0.28
H 2.94837 -1.63659 -0.75312  0.33
H 1.81339 -0.52693 -1.56707  0.31
H 3.21751 0.11769 -0.68142  0.30

=====

Q: Which of them is the least stable? A: A.